The following is a DFT calculation (ωB97M-V/def2-TZVPD) of a 10-piece molecular cluster, C44H104N12O12 overall in a non-equilibrium geometry.

XYZ file:
```
172
C44H104N12O12 ωB97M-V/def2-TZVPD
O 1.42 -0.46 -2.53
H 5.06 -1.79 3.92
H -3.57 -5.48 2.21
H -0.09 -6.45 1.06
H -3.75 4.71 1.16
N 5.34 -1.85 -1.79
C -1.33 -2.96 -1.46
C 4.81 -0.70 -1.27
H -0.47 0.07 -2.18
C 4.09 1.85 1.62
C -3.76 0.73 -5.95
H -1.04 -2.73 -2.49
H 4.45 0.75 6.57
H 0.53 0.73 1.46
H 3.49 4.06 4.18
H -1.33 -7.16 -0.01
H 0.97 7.46 1.26
C -0.54 5.31 1.86
H -3.98 3.51 -0.01
C -2.74 -6.07 1.80
H -1.47 4.38 -2.49
H 2.68 -4.97 1.70
H 4.43 2.55 0.86
C -4.45 0.20 -3.09
C -1.83 -5.23 0.90
H -0.15 3.12 -0.08
O 2.29 -3.27 0.61
H 3.80 4.53 2.62
O -0.81 0.87 2.86
C -1.08 -4.20 1.73
C -3.22 -0.42 -3.77
H -1.40 -1.62 3.43
C 3.46 3.64 3.16
H -3.46 -1.47 -3.99
C -3.52 5.37 -1.74
H -3.35 0.98 2.20
H 7.14 0.03 4.50
O 5.27 0.38 -1.60
H -1.05 -2.14 5.05
H 0.59 3.43 -1.59
H -5.78 -0.42 -1.39
H -7.14 1.52 -6.05
H 7.02 1.44 2.34
C 6.86 1.82 3.35
H -2.20 2.94 4.74
C -2.66 0.37 -4.95
C 0.11 7.44 0.60
H 2.35 -3.51 -1.14
O -2.71 7.05 0.47
H 0.63 1.34 -1.79
H -3.37 1.55 -6.57
H -3.59 2.44 3.06
H 3.70 -0.95 3.26
O 2.07 -3.90 -4.29
C -5.03 1.30 -5.31
H -4.42 -4.28 0.06
H 6.15 -1.80 -2.37
C -0.07 -5.77 -0.95
N 4.04 1.48 4.07
C 2.58 -4.01 -3.18
C -4.03 1.46 -2.31
N 3.76 -0.83 -0.41
H 1.44 -2.61 -2.31
H -6.23 0.20 -6.71
H 1.61 -2.89 1.19
H -0.29 -4.55 2.39
H -0.60 -5.08 -2.91
C -1.12 -5.40 -2.01
H 6.48 1.44 5.31
N -1.42 2.53 4.26
C 0.63 -1.98 3.95
H 5.40 -5.12 -0.63
H 7.77 2.33 3.68
O -3.61 -3.80 0.28
H -2.94 7.65 -0.25
H -3.89 -3.43 -2.30
H -3.80 -5.17 -2.47
H -2.46 -0.40 -2.99
H -4.64 3.35 -5.99
H 2.28 -0.09 -2.30
H 5.80 3.51 4.06
H -5.53 -1.55 -2.78
H 3.67 -0.66 5.83
H 3.34 -1.74 -0.27
O 0.86 0.85 0.56
H 2.41 3.44 3.01
H -2.06 -2.18 -1.20
C 0.34 5.24 -0.47
H 0.71 -1.52 5.95
H 5.24 -0.72 2.54
H -1.97 3.02 -1.42
C -3.18 4.15 0.39
O 4.62 -4.60 -0.44
H 0.62 -6.55 -1.25
C -2.05 -4.31 -1.49
H -4.26 -1.30 -1.59
H 3.24 -3.55 2.45
N -1.84 6.12 -0.10
H -3.94 -0.04 -6.70
H -2.03 -0.34 -5.49
C 4.55 -4.19 0.91
C -1.52 4.01 -1.47
H -0.52 -2.87 -0.75
H 4.98 -4.93 1.59
H 0.52 5.77 -1.41
C 4.93 0.39 4.44
H 5.02 -2.76 -1.49
N -5.42 0.55 -4.13
C 0.26 -0.15 -0.26
H -3.96 4.47 -2.18
H -2.55 3.65 1.12
H -0.55 2.36 4.75
H -7.28 0.59 -3.99
H 4.75 0.99 1.45
C 0.50 0.26 -1.72
C 6.40 0.81 4.40
N -2.63 -4.73 -0.21
H -5.71 3.18 -4.56
H 0.27 5.61 2.52
N 2.20 -3.25 -2.11
H 0.33 7.77 -0.42
H -1.81 -3.65 2.33
N -0.74 -1.84 4.15
H 4.04 -5.26 -3.80
H 2.46 0.71 3.41
H 2.23 -1.90 5.27
H -0.63 -3.44 1.08
C 4.59 -0.06 5.86
C -0.84 -6.23 0.29
N 1.23 -1.89 5.18
H -2.87 -4.24 -3.53
H -0.61 8.20 0.92
H -3.11 5.89 -2.60
H 0.54 -1.16 0.04
H 0.58 -4.91 -0.75
H -1.46 5.64 2.36
C 3.16 -4.01 1.46
C 4.76 -0.83 3.51
C -5.08 -0.80 -2.12
H -2.18 -6.43 2.66
O 1.16 -2.07 2.86
H 3.05 1.58 1.44
H -0.82 -0.02 -0.12
H 1.37 5.22 -0.07
C -0.51 6.06 0.51
C 4.36 2.43 3.03
H -4.35 5.87 -1.24
H -3.61 1.19 -1.33
H 5.93 3.61 2.30
C -0.12 3.86 -0.89
H -5.78 1.73 -7.27
H -3.12 -6.92 1.24
N 3.65 -4.86 -2.97
C -4.81 2.81 -5.06
C 5.81 2.92 3.14
H -3.31 2.06 -2.86
C -6.14 1.24 -6.37
N -3.02 1.62 2.90
H 5.03 -3.21 1.03
C -3.20 -4.25 -2.49
H -4.00 3.14 -4.40
H 3.43 -0.10 0.20
H -1.67 -6.35 -2.09
H 3.98 -5.03 -2.04
H -0.66 4.24 1.70
O 2.67 1.18 4.24
H -4.92 2.04 -2.05
C -1.69 1.63 3.24
H -2.11 1.24 -4.61
C -2.47 4.96 -0.71
H 5.29 -0.78 6.30
O -6.60 1.07 -3.52
```

Total energy ... -3298.7667 hartree
Frontier orbital gap ... 7.936 eV
Charge ... 0
Structure (SMILES) ... CC1(C)CCCC(C)(C)N1O.CC1(C)CCCC(C)(C)N1O.CC1(C)CCCC(C)(C)N1O.CC1(C)CCCC(C)(C)N1O.NC(N)=O.NC(N)=O.NC(N)=O.NC(N)=O.OCCO.OCCO
Max |F| ... 2.63 eV/A
HOMO level ... -7.8 eV

Atom charges from the Löwdin analysis, given in e for atoms 1 to 5:
1. O -0.062
2. H 0.086
3. H 0.077
4. H 0.117
5. H 0.085



The following is a DFT calculation (ωB97M-V/def2-TZVPD) of a 14-piece molecular cluster, C44H108Cl3N13O13 overall in a non-equilibrium geometry.

XYZ file:
```
181
C44H108Cl3N13O13 ωB97M-V/def2-TZVPD
C 4.28 -3.90 -1.72
O -3.23 0.41 1.86
N 3.99 3.05 -0.57
C -0.02 -3.78 -2.28
H -4.06 0.57 4.24
H 6.17 -2.11 8.07
C -2.15 -4.73 3.05
O 3.56 -3.43 -5.23
H 0.96 2.88 2.25
C 0.31 -1.01 0.94
H -0.08 4.02 -5.36
C 0.03 -4.77 -4.55
C 4.04 -3.85 -4.13
C 0.19 3.55 1.85
H 2.41 -1.22 0.56
H 4.31 1.74 -2.01
N 1.64 -3.55 6.14
C -3.29 2.50 -2.44
H 1.68 4.51 -3.48
H 3.94 2.76 1.58
Cl -1.01 1.09 -5.30
C 0.75 5.10 3.65
C -0.92 -0.24 4.38
O 5.19 -2.73 6.28
H -5.56 1.36 3.84
H 3.94 -1.25 -2.04
H 1.06 -3.87 -2.38
H -2.98 2.26 1.14
N -3.90 2.24 3.00
H 4.52 4.98 -1.29
C -1.08 -5.04 4.13
C -2.13 -4.47 -3.33
H -0.91 0.33 -0.23
O -3.45 4.41 -0.19
N -0.47 6.40 -3.92
H 2.56 3.65 0.90
H 3.87 -3.65 7.56
C 2.98 -3.22 5.67
C 1.81 5.54 -3.83
H 3.36 -4.27 -1.29
H -0.09 3.64 -8.02
C -3.35 1.58 1.93
H 4.10 4.39 1.09
H 1.82 -0.25 -5.02
C -3.35 4.74 -1.35
H -3.51 -8.74 4.62
H 4.41 3.79 -2.48
H 0.94 6.79 -5.41
H -0.33 -2.75 -2.13
H 0.23 -4.38 2.74
C 0.68 5.95 -4.78
H -2.57 -3.48 -3.44
H -3.59 4.00 3.90
H -2.07 -5.38 2.17
H -0.08 2.40 -1.48
C 1.56 -1.87 0.75
H 3.37 2.92 -6.15
O 2.57 2.05 -4.48
H 3.76 2.07 -8.07
C 4.16 1.80 -0.92
C 3.43 -1.82 -2.80
H -5.19 3.95 3.16
H 0.40 -0.30 1.76
C -0.93 1.98 5.37
C -0.69 5.78 1.81
H 4.94 -4.76 -1.80
H -3.45 1.54 -5.25
C 0.31 4.91 -5.86
H -4.43 2.05 5.06
H -1.45 -4.57 5.04
H -1.56 -1.31 1.25
H 1.15 -4.20 5.55
H 4.59 -3.32 -0.85
H 3.39 -4.13 5.25
H -6.30 -3.88 -0.18
H -2.67 4.11 -4.31
C 2.82 -2.17 4.59
N -4.69 -3.28 0.93
C -0.01 -0.27 -0.37
N 2.79 1.05 -6.46
C -2.47 -8.41 4.58
H 1.55 -2.63 -0.03
O 1.47 4.26 4.13
H -0.47 -0.17 7.29
Cl -3.08 0.28 -7.24
C 0.67 1.67 -1.79
C -2.75 0.75 -5.54
H -2.41 -4.92 -2.38
H 0.95 0.84 6.90
H 2.74 5.56 -4.40
H -0.29 7.28 -3.46
H -2.66 2.12 -3.24
C -4.52 1.55 4.10
H -2.06 -8.89 3.69
H 1.61 2.22 -1.89
C 3.87 -2.81 6.86
H 2.40 -1.85 -2.43
H -4.24 1.98 -2.59
H 3.59 0.39 -8.37
N -0.49 0.57 5.34
O 4.22 0.86 -0.15
H -3.25 5.79 -1.66
H -0.25 -4.41 -1.42
H -0.07 -3.40 3.96
N 4.05 -3.13 -2.96
C -3.48 4.52 -3.71
H 7.03 -1.77 6.59
H 0.35 1.22 -2.74
C 0.22 0.13 6.50
H -5.22 -5.25 0.11
H 1.91 6.20 -2.97
C 3.92 4.12 -1.56
H 2.76 -1.01 -6.24
H 5.62 -0.80 6.96
H -0.80 3.09 1.83
C -0.92 4.29 -7.73
H 0.47 3.86 0.84
H -4.02 -1.81 2.15
H -0.07 2.61 5.18
H 3.77 -2.17 4.05
H -0.56 6.80 2.16
H -1.33 2.20 6.36
H 3.58 -1.87 7.31
C -4.15 3.64 3.04
N 0.15 -4.36 3.74
H -2.95 -2.21 0.35
O 0.97 0.70 -0.79
H 0.79 -0.79 6.35
H -3.03 -3.76 -0.35
H 2.15 1.48 -8.44
O -0.61 5.33 -6.81
H -3.11 -5.09 3.40
C -5.63 -4.33 0.55
C 2.92 2.06 -5.62
H 3.30 -1.18 -3.67
N -3.31 3.91 -2.43
H -1.25 6.57 -4.55
H -1.63 0.25 3.69
H 1.80 -2.36 1.70
H -1.97 -8.77 5.48
H -0.35 -6.81 5.26
C -3.67 -2.94 -0.02
H -0.24 -1.00 -1.15
H 4.46 -4.86 -3.98
O -0.33 -5.45 -5.51
Cl -3.15 -0.63 -4.44
H 1.08 -4.42 -4.58
C 2.07 -0.18 -6.08
C -4.81 -2.57 2.05
C 3.62 3.46 0.80
H 2.05 -2.43 3.87
H -0.49 -7.07 3.49
O -2.22 -7.02 4.62
O -0.72 -1.43 4.39
H -3.68 4.12 2.18
H -1.73 2.18 4.66
H 0.36 6.07 3.99
H -0.38 5.80 0.77
H -4.42 4.16 -4.14
H 2.66 -1.14 4.93
N -0.74 -1.89 1.27
H -3.48 5.61 -3.76
C 3.07 1.24 -7.91
C -0.91 -6.55 4.35
H -2.48 -5.25 -4.00
H -2.29 -3.70 2.71
O -5.67 -2.79 2.88
H 2.88 4.40 -1.73
H 1.12 -2.69 6.02
H -0.66 -2.22 2.22
H 1.11 -0.34 -6.57
H -1.77 3.71 -7.37
N -0.65 -4.37 -3.45
H -1.22 4.79 -8.65
H -2.91 2.13 -1.49
H -6.34 -4.54 1.34
H -4.08 -2.36 -0.85
C 6.04 -1.81 7.03
H -1.76 5.56 1.76
N 0.13 4.84 2.50
H 1.25 4.58 -6.30
```

Total energy ... -4811.3471 hartree
Expectation value of S² ... 0.755
Frontier orbital gap (alpha / beta) ... 8.887 / 3.340 eV
Multiplicity ... 2
Charge ... +1
Max |F| ... 4.11 eV/A
HOMO level (alpha / beta) ... -10.6 / -10.6 eV

Atom charges from the Löwdin analysis, given in e for atoms 1 to 5:
1. C -0.063
2. O 0.012
3. N -0.163
4. C -0.063
5. H 0.082